# 1
37
Properties=species:S:1:pos:R:3:forces:R:3:nbo_charge:R:1 method="wB97M-V/def2-TZVPD" charge=-2 lumo_energy_ev=4.67 homo_lumo_gap_ev=4.1 multiplicity=1 energy_ha=-3409.2468 e_homo_ev=0.55
C -1.37536 -0.09636 -3.76154 1.6 -0.6 -0.8 -0.28
C 0.04874 -0.24959 -3.79828 -1.6 -1.7 -1.2 -0.39
C 0.38205 -1.42250 -2.97908 -0.7 0.1 -1.0 -0.50
H 0.71202 0.21801 -4.51892 0.1 0.3 0.6 0.23
C -0.86645 -1.98689 -2.54186 0.0 0.6 -0.5 -0.30
C -1.91013 -1.16044 -3.01091 0.4 -0.5 0.1 -0.29
H -2.96997 -1.34687 -2.87978 0.1 0.1 0.3 0.20
H -1.94075 0.68329 -4.26761 0.2 -0.1 0.3 0.21
H 1.35837 -1.88918 -2.91619 -0.1 0.0 -0.1 0.23
H -0.97878 -2.95876 -2.06199 0.0 0.5 0.2 0.20
Sn 0.53051 0.46818 -1.52859 -3.5 2.0 0.9 1.01
Br 2.62273 1.56073 -2.38909 2.5 0.5 -0.5 -0.66
C -2.47736 2.24723 0.55235 -0.2 0.2 -1.1 -0.37
C -3.78314 1.81033 0.15715 0.6 0.8 -0.4 -0.38
C -4.03391 2.32264 -1.16312 0.8 -0.2 0.5 -0.38
H -4.44157 1.18867 0.77249 0.1 0.3 -0.3 0.17
C -2.85538 3.00129 -1.60950 -0.2 -0.1 0.9 -0.37
C -1.89986 2.96848 -0.54648 -0.8 -0.2 0.2 -0.35
H -0.89731 3.41554 -0.58020 -0.5 -0.3 0.0 0.19
H -1.96086 2.01396 1.48621 -0.2 0.0 -0.3 0.18
H -4.96550 2.22164 -1.72001 0.2 -0.1 0.0 0.16
H -2.69144 3.45137 -2.59501 -0.1 -0.1 0.4 0.17
C 1.43624 -1.10239 3.97518 -0.2 0.1 0.2 -0.58
C 2.17181 -0.99998 2.62550 -0.1 -0.2 0.3 -0.17
C 3.31085 0.04060 2.70947 0.1 0.1 -0.1 -0.59
C 2.64863 -2.44899 2.40008 0.1 -0.3 -0.3 -0.58
C 1.30532 -0.62985 1.51005 -0.4 0.4 -0.8 -0.05
C 0.76124 -0.31997 0.45560 1.5 -1.6 2.1 -0.51
H 2.16646 -1.38009 4.74455 -0.1 0.1 0.1 0.18
H 0.68638 -1.90176 3.92374 0.1 0.2 0.0 0.21
H 0.91522 -0.19410 4.28921 0.2 0.1 -0.2 0.21
H 4.07131 -0.25338 3.44215 0.0 0.0 0.0 0.18
H 3.79930 0.20085 1.73910 -0.2 -0.2 0.2 0.23
H 2.90682 1.01883 3.00414 0.0 -0.3 0.0 0.21
H 1.77418 -3.10611 2.51007 0.3 0.1 -0.1 0.21
H 3.06142 -2.65315 1.40679 0.0 0.3 0.1 0.22
H 3.37815 -2.73128 3.16431 0.1 0.0 0.0 0.18

---

# 2
12
Properties=species:S:1:pos:R:3:forces:R:3:nbo_charge:R:1 method="wB97M-V/def2-TZVPD" charge=0 lumo_energy_ev=0.51 homo_lumo_gap_ev=9.6 multiplicity=1 energy_ha=-360.5572 e_above_lowest_ev=3.053 e_homo_ev=-9.11
N 0.09031 -0.33197 2.08626 -0.2 -0.2 -0.1 -0.71
C -0.56807 -0.82769 1.07064 0.2 0.4 0.3 0.07
C 0.92965 -0.09894 -2.13066 -0.2 0.0 0.2 -0.43
C 0.39304 0.38753 -1.01506 0.7 -0.4 -0.3 0.10
O -0.95293 0.63839 -0.81861 0.1 -0.3 0.0 -0.50
C -1.43253 0.15637 0.37250 -0.6 0.2 0.1 0.65
O -2.54759 0.44724 0.72198 0.4 -0.2 0.0 -0.55
H 0.70306 -0.93864 2.62071 -0.2 0.1 0.0 0.40
H 0.01741 0.62815 2.42858 0.0 -0.2 -0.1 0.38
H 1.99463 -0.30888 -2.17036 -0.1 0.3 0.2 0.21
H 0.37601 -0.36177 -3.02869 -0.2 0.1 0.3 0.22
H 0.99702 0.61021 -0.13729 0.1 0.0 -0.3 0.17

---

# 3
119
Properties=species:S:1:pos:R:3:forces:R:3:lowdin_spin:R:1 method="wB97M-V/def2-TZVPD" charge=-2 lumo_energy_ev="3.70 / 3.70" homo_lumo_gap_ev="4.7 / 4.9" multiplicity=2 energy_ha=-7057.8226 e_above_lowest_ev=0.261 e_homo_ev="-1.02 / -1.24"
Rb -0.10467 0.17642 -0.36496 0.2 -1.0 0.9 0.01
O -0.32256 4.27017 -2.51347 -0.1 0.0 -0.1 0.00
C 0.13780 3.96245 -3.73522 -0.1 -0.2 -0.1 0.00
C 0.52954 5.00123 -4.58220 0.0 0.1 0.0 0.00
C 0.96440 4.73532 -5.86654 0.0 0.0 0.1 0.00
C 1.02382 3.42539 -6.32956 0.0 0.0 -0.1 0.00
C 0.66122 2.38836 -5.48691 0.1 0.1 0.0 0.00
C 0.22340 2.62931 -4.18744 -0.1 0.2 0.1 0.00
C -0.14060 1.51178 -3.25846 0.1 -0.3 0.0 0.00
O -0.69779 1.79722 -2.15471 -0.3 0.7 -0.9 0.00
N 0.23946 0.31532 -3.69278 0.2 0.2 -0.6 0.00
N -0.04873 -0.73320 -2.88307 0.1 -0.3 -0.2 0.00
C 0.56458 -1.81857 -3.18110 0.0 0.6 -0.4 0.00
C 0.40398 -3.04231 -2.41673 -0.1 -0.6 0.4 0.00
C 0.88814 -4.25390 -2.92918 0.0 0.2 -0.1 0.00
C 0.76333 -5.40579 -2.18048 -0.1 -0.1 0.2 0.00
C 0.17817 -5.33136 -0.92185 0.1 0.0 -0.2 0.00
C -0.27296 -4.09203 -0.49229 -0.1 0.0 0.2 0.00
N -0.18570 -2.98507 -1.21403 0.4 0.2 -0.1 0.00
H -0.63511 3.39591 -2.13130 0.2 0.0 0.1 0.00
H 0.47516 6.01608 -4.20713 0.0 0.0 0.0 0.00
H 1.25223 5.55527 -6.51474 0.0 0.0 0.0 0.00
H 1.35986 3.21577 -7.33797 0.0 0.0 0.0 0.00
H 0.72352 1.35984 -5.81302 0.0 0.0 0.0 0.00
H 1.24433 -1.84389 -4.03594 0.0 0.0 0.0 0.00
H 1.35279 -4.26779 -3.90764 0.0 0.0 0.0 0.00
H 1.12194 -6.35478 -2.56119 0.0 0.0 0.0 0.00
H 0.08223 -6.20741 -0.29484 0.0 0.0 0.0 0.00
H -0.72068 -3.96803 0.49140 0.0 0.0 0.0 0.00
C 0.84525 -2.03908 6.05388 0.0 0.1 -0.1 0.00
C 0.23230 -0.88142 5.26254 0.2 0.0 -0.1 0.01
Ge 0.90109 -0.63632 3.36530 -0.5 -0.4 0.2 0.02
C 1.39331 -2.44781 2.69043 0.2 0.1 0.1 0.00
C 2.77296 -2.92021 3.15311 -0.1 0.1 -0.1 0.00
C 2.53164 0.42127 3.67388 -0.2 0.0 0.0 0.00
C 3.51978 0.65618 2.79669 -0.3 -0.1 -0.3 0.00
Ge 2.87263 0.38202 0.84272 1.1 0.2 0.1 0.00
C 4.37740 -0.53844 -0.26119 -0.2 0.1 0.2 0.00
C 5.84953 -0.14077 -0.40052 -0.1 0.0 0.0 0.00
C 2.88518 2.29835 0.04642 -0.1 -0.2 0.1 0.00
C 4.00361 3.34152 0.09087 -0.1 0.0 -0.1 0.00
C 4.83613 1.14179 3.27478 0.3 0.1 0.1 0.00
C 5.24796 1.06226 4.61267 0.0 0.0 0.0 0.00
C 6.48246 1.54316 5.01891 0.0 0.0 0.0 0.00
C 7.36341 2.09615 4.09809 0.0 0.0 0.0 0.00
C 6.99337 2.14530 2.76157 0.1 0.0 0.0 0.00
C 5.75403 1.67056 2.36385 -0.1 0.0 0.1 0.00
H 0.37814 -2.14859 7.03985 0.0 0.0 0.0 0.00
H 1.91792 -1.89236 6.21156 0.0 -0.1 0.0 0.00
H 0.70878 -2.98044 5.51662 0.0 0.0 0.0 0.00
H 0.39252 0.05941 5.80346 0.0 0.0 -0.1 0.00
H -0.84614 -1.02636 5.18877 0.0 0.0 -0.1 0.00
H 1.37107 -2.40518 1.59912 -0.1 0.1 0.0 0.00
H 0.61313 -3.14257 3.00783 0.0 0.0 0.0 0.00
H 3.54049 -2.20621 2.84498 0.0 -0.1 0.0 0.00
H 3.02922 -3.89867 2.73183 0.0 0.0 0.0 0.00
H 2.81924 -3.00583 4.24180 0.1 0.0 0.0 0.00
H 2.65644 0.65393 4.73758 0.1 0.0 0.0 0.00
H 3.91781 -0.51956 -1.25901 0.0 0.0 0.0 0.00
H 4.33108 -1.58627 0.06093 0.0 0.0 0.0 0.00
H 5.95603 0.88639 -0.76158 0.0 0.0 0.0 0.00
H 6.36828 -0.78873 -1.11993 0.0 0.0 0.0 0.00
H 6.37944 -0.22154 0.55041 0.0 0.0 0.0 0.00
H 1.98566 2.75398 0.47747 0.0 0.0 0.0 0.00
H 2.64472 2.09952 -1.00794 -0.1 0.0 0.0 0.00
H 4.26352 3.60967 1.11638 0.0 0.0 0.0 0.00
H 3.69759 4.26372 -0.41956 0.0 0.0 0.0 0.00
H 4.90955 2.98792 -0.40993 0.0 0.0 0.1 0.00
H 4.59649 0.60587 5.34744 0.0 0.0 0.0 0.00
H 6.76477 1.48281 6.06477 0.0 0.0 0.0 0.00
H 8.32917 2.46930 4.41980 0.0 0.0 0.0 0.00
H 7.67840 2.54809 2.02348 0.0 0.0 0.0 0.00
H 5.46231 1.69576 1.32692 0.0 0.0 0.0 0.00
C -5.26898 -2.60765 -3.26335 0.0 0.1 0.0 0.00
C -3.97420 -1.81560 -3.12069 0.1 0.0 0.1 0.00
C -2.89274 -2.43359 -4.00330 -0.1 0.1 0.0 0.00
Sb -3.18964 -1.57431 -1.04356 -1.2 -0.1 0.1 0.01
C -4.49880 0.13645 -0.55008 0.1 -0.2 -0.1 0.00
C -5.95397 -0.02538 -0.97239 0.1 0.0 0.1 0.00
C -3.88956 1.39887 -1.14872 -0.1 -0.1 0.1 0.00
C -4.57390 -3.10742 -0.21428 0.3 0.1 0.0 0.00
C -3.95963 -4.49208 -0.40695 0.0 0.1 -0.1 0.00
C -4.89004 -2.85987 1.25530 0.0 0.0 -0.1 0.00
H -5.57778 -2.63832 -4.31652 0.0 0.0 0.0 0.00
H -6.08848 -2.17355 -2.68911 0.0 -0.1 0.0 0.00
H -5.13112 -3.64039 -2.93443 -0.1 0.0 0.0 0.00
H -4.15152 -0.78919 -3.46043 0.0 0.0 0.0 0.00
H -2.63114 -3.43891 -3.65571 0.0 0.0 0.0 0.00
H -1.98957 -1.83039 -3.99298 0.1 0.0 0.0 0.00
H -3.23653 -2.51823 -5.04247 0.0 0.0 0.0 0.00
H -4.44245 0.20125 0.54106 0.1 0.0 0.0 0.00
H -6.03768 -0.05645 -2.06222 0.0 0.0 0.0 0.00
H -6.55402 0.82322 -0.62059 0.0 0.0 0.0 0.00
H -6.39327 -0.93896 -0.56445 -0.1 0.0 0.0 0.00
H -3.89890 1.36081 -2.24251 0.1 0.0 0.0 0.00
H -2.85374 1.52343 -0.83776 0.1 0.1 -0.1 0.00
H -4.44233 2.29217 -0.83616 0.0 0.0 0.0 0.00
H -5.50358 -3.04980 -0.78461 0.1 0.1 0.0 0.00
H -3.06613 -4.59464 0.21121 0.0 0.0 0.0 0.00
H -3.66418 -4.67154 -1.44501 0.0 0.0 0.0 0.00
H -4.66441 -5.27993 -0.11273 0.0 0.0 0.0 0.00
H -3.98513 -2.88327 1.85914 0.0 0.0 0.1 0.00
H -5.57705 -3.62857 1.63481 0.0 0.0 0.0 0.00
H -5.35488 -1.88396 1.40806 0.0 0.0 0.1 0.00
S -1.89539 -1.46509 2.57061 -0.3 -0.1 -0.2 0.38
C -0.80970 -0.15468 2.50843 0.5 0.3 0.2 0.35
O -0.66231 2.24428 1.45302 0.0 0.2 0.1 0.03
B -1.33920 1.19279 2.12793 -0.2 -0.2 0.8 0.12
O -2.67114 1.61604 2.39079 -0.1 0.2 -0.2 0.03
C -2.77525 2.87699 1.90311 0.2 0.0 0.0 0.00
C -3.86003 3.72582 1.94498 0.1 -0.1 0.0 0.00
C -3.70993 4.97881 1.34789 0.0 0.0 0.0 0.00
C -2.51545 5.34581 0.74512 -0.1 0.1 0.0 0.00
C -1.41194 4.49140 0.72696 0.2 -0.1 0.0 0.00
C -1.56121 3.25906 1.32372 -0.4 0.2 0.1 0.00
H -4.78039 3.41755 2.42382 0.0 0.0 0.0 0.00
H -4.54238 5.67238 1.35264 0.0 0.0 0.0 0.00
H -2.43413 6.31677 0.27221 0.0 0.0 0.0 0.00
H -0.48506 4.77755 0.24646 0.0 0.0 0.0 0.00

---

# 4
19
Properties=species:S:1:pos:R:3:forces:R:3:nbo_charge:R:1 method="wB97M-V/def2-TZVPD" charge=0 lumo_energy_ev=-0.19 homo_lumo_gap_ev=8.5 multiplicity=1 energy_ha=-310.8932 e_above_lowest_ev=4.519 e_homo_ev=-8.68
C 2.07631 0.40750 -0.98346 0.2 0.1 0.0 -0.59
C 0.79225 -0.32825 -1.36124 0.1 -0.1 0.2 -0.44
C -0.17082 -0.40021 -0.18239 0.5 0.1 0.9 -0.13
C -0.98858 0.78760 0.13530 -0.3 0.0 0.1 -0.52
C -1.45116 0.82655 1.54750 1.2 -0.3 0.9 -0.39
C -0.75291 -1.70930 0.12987 -0.1 -0.1 0.3 0.36
O -1.72091 -1.90190 0.84736 0.2 -0.1 -0.4 -0.58
H 2.76868 0.47192 -1.82774 -0.1 0.0 0.1 0.21
H 1.85904 1.42724 -0.64346 0.0 -0.2 -0.1 0.20
H 2.57246 -0.11863 -0.16176 0.0 0.1 -0.1 0.21
H 0.33648 0.17129 -2.23515 -0.1 -0.1 0.4 0.21
H 1.03504 -1.34264 -1.70733 0.0 0.1 0.2 0.21
H 0.45694 -0.23966 1.48325 -0.5 -0.2 -1.8 0.12
H -1.98644 0.71919 -0.33533 0.2 0.0 -0.5 0.28
H -0.50793 1.71894 -0.19187 -0.1 -0.2 0.1 0.22
H -1.87073 1.80088 1.84777 0.5 -0.4 0.3 0.21
H -0.15237 0.29855 2.13409 -1.7 1.0 -0.6 0.06
H -2.08246 -0.01688 1.81991 0.1 0.2 0.0 0.25
H -0.21288 -2.57219 -0.31530 0.0 0.1 0.0 0.11

---

# 5
21
Properties=species:S:1:pos:R:3:forces:R:3:nbo_charge:R:1 method="wB97M-V/def2-TZVPD" charge=0 lumo_energy_ev=0.77 smiles="CCNCCC=O.O" homo_lumo_gap_ev=9.8 multiplicity=1 energy_ha=-403.4968 e_above_lowest_ev=2.171 e_homo_ev=-9.04
C -1.29737 -0.16414 2.30968 -0.1 -0.7 -1.3 -0.62
C -1.38977 0.73762 1.06152 1.0 -0.6 0.6 -0.21
N -0.62623 0.07677 -0.00280 -1.5 0.4 0.0 -0.65
C -0.78563 0.71907 -1.31024 0.0 0.5 0.4 -0.21
C -0.40766 -0.25388 -2.40962 0.9 -0.3 -0.5 -0.51
C 0.91270 -0.93550 -2.06772 -0.6 1.2 -0.9 0.45
O 1.95388 -0.33606 -2.16084 0.2 -0.6 0.4 -0.53
H -1.69043 -1.13028 1.95532 -0.8 0.3 0.8 0.21
H -0.29232 -0.52483 2.53891 0.4 0.9 0.1 0.20
H -1.74639 0.31628 3.17354 -0.2 -0.5 0.1 0.21
H -1.03194 1.73990 1.35041 0.0 0.0 -0.4 0.16
H -2.41255 0.82542 0.69772 -0.1 0.0 0.3 0.19
H 0.33131 0.00337 0.29324 0.4 0.2 -0.2 0.36
H -0.24357 1.68026 -1.30680 0.4 -0.4 -0.6 0.18
H -1.80836 1.06057 -1.51948 -0.1 -0.5 0.6 0.20
H -1.13089 -1.06168 -2.59043 -0.2 0.5 0.3 0.21
H -0.24288 0.29260 -3.34540 -0.1 -0.1 0.1 0.23
H 0.80752 -1.98327 -1.78141 0.5 -0.4 0.3 0.11
O 3.72701 -0.05442 1.61391 0.0 1.2 -0.4 -0.98
H 3.52510 -0.73213 0.95543 0.2 -0.3 1.1 0.49
H 3.84848 -0.27566 2.54505 -0.2 -0.9 -0.8 0.49